(1)
This record from OMol25 describes C45H45BrF5N3O8PSSeTa as an isolated structure. The level of theory is the ωB97M-V functional and the def2-TZVPD basis.

Geometry as ORCA input:
```
! wB97M-V def2-TZVPD RIJCOSX def2/J DEFGRID3
* xyz 0 1
Ta 0.292 -0.024 0.202
O 2.806 2.235 2.571
C 2.566 3.509 2.193
C 3.473 4.473 2.627
C 3.296 5.802 2.287
C 2.219 6.195 1.504
C 1.333 5.231 1.053
C 1.490 3.890 1.383
C 0.484 2.893 0.869
O 1.082 1.731 0.390
N -0.395 2.478 1.968
N -0.911 1.212 1.892
C -1.908 0.967 2.660
C -2.516 -0.300 3.035
Br -1.427 -1.814 3.393
C -3.802 -0.394 3.400
C -4.817 0.655 3.318
C -5.842 0.677 4.271
C -6.808 1.665 4.237
C -6.772 2.645 3.250
C -5.769 2.626 2.294
C -4.804 1.629 2.322
H 2.099 1.636 2.287
H 4.306 4.154 3.238
H 4.009 6.537 2.640
H 2.079 7.233 1.237
H 0.502 5.512 0.415
H -0.079 3.361 0.057
H -1.065 3.175 2.273
H -2.349 1.812 3.193
H -4.128 -1.334 3.833
H -5.871 -0.082 5.044
H -7.594 1.676 4.982
H -7.530 3.417 3.227
H -5.717 3.382 1.522
H -4.046 1.623 1.555
C -1.290 -4.119 -2.911
C -0.974 -4.447 -1.460
C -1.813 -5.611 -0.962
C 0.509 -4.692 -1.257
O -1.345 -3.332 -0.567
P -1.562 -1.830 -0.912
O -0.363 -1.179 -1.591
O -1.554 -1.011 0.406
O -2.920 -1.853 -1.656
C -4.124 -1.017 -1.891
C -5.219 -2.054 -2.077
C -4.378 -0.162 -0.669
C -3.889 -0.221 -3.157
H -1.015 -4.979 -3.523
H -0.709 -3.263 -3.262
H -2.350 -3.919 -3.055
H -1.535 -6.520 -1.498
H -2.874 -5.421 -1.124
H -1.638 -5.770 0.101
H 0.858 -5.421 -1.990
H 0.708 -5.082 -0.260
H 1.075 -3.773 -1.395
H -5.314 -2.673 -1.185
H -5.004 -2.691 -2.935
H -6.170 -1.548 -2.251
H -4.441 -0.779 0.228
H -5.327 0.362 -0.794
H -3.594 0.577 -0.538
H -3.698 -0.892 -3.996
H -3.053 0.463 -3.040
H -4.786 0.360 -3.381
C 4.021 0.452 -0.497
C 2.978 -0.289 -1.305
O 1.965 -0.727 -0.424
C 3.493 -1.517 -2.042
C 2.644 -2.216 -2.898
C 3.082 -3.350 -3.558
C 4.379 -3.812 -3.374
C 5.229 -3.128 -2.523
C 4.788 -1.988 -1.860
H 3.552 1.240 0.081
H 4.801 0.877 -1.129
H 4.476 -0.241 0.213
H 1.625 -1.874 -3.037
H 2.407 -3.877 -4.221
H 4.721 -4.698 -3.893
H 6.242 -3.476 -2.370
H 5.475 -1.467 -1.210
Se 2.020 0.860 -2.655
C 2.886 2.580 -2.701
C 3.252 3.037 -3.966
C 3.795 4.303 -4.124
C 3.997 5.117 -3.019
C 3.638 4.662 -1.759
C 3.073 3.406 -1.602
H 3.123 2.394 -4.828
H 4.071 4.644 -5.113
H 4.431 6.102 -3.140
H 3.773 5.290 -0.887
H 2.758 3.090 -0.622
S -1.260 1.620 -1.378
C -2.279 2.546 -0.433
N -2.992 3.211 0.195
F 3.814 -4.699 3.990
C 3.160 -3.643 3.505
C 2.292 -3.787 2.439
F 2.084 -4.991 1.898
C 1.637 -2.676 1.946
F 0.750 -2.796 0.943
C 1.809 -1.403 2.470
O 1.177 -0.340 1.984
C 2.669 -1.288 3.566
F 2.844 -0.101 4.144
C 3.339 -2.387 4.069
F 4.168 -2.243 5.105
*
```

---

(2)
This record from OMol25 describes the molecule C4H6N2S. The level of theory is the ωB97M-V functional and the def2-TZVPD basis.

Values from the calculation:
SMILES: [H]/N=C\NC(=S)C=C

Geometry as ORCA input:
```
! wB97M-V def2-TZVPD RIJCOSX def2/J DEFGRID3
* xyz 0 1
H -2.598 -1.187 0.001
N -2.936 -0.234 -0.134
C -1.971 0.606 -0.155
N -0.546 0.473 -0.253
C 0.144 -0.650 -0.332
S -0.526 -2.168 -0.393
C 1.616 -0.528 -0.242
C 2.144 0.367 0.610
H -2.188 1.661 -0.210
H -0.052 1.320 -0.258
H 2.360 -1.188 -0.792
H 3.217 0.728 0.803
H 1.336 0.802 1.354
*
```

---

(3)
This record from OMol25 describes C44H48ClMgN9OS2 as an isolated structure. The level of theory is the ωB97M-V functional and the def2-TZVPD basis.

Geometry as ORCA input:
```
! wB97M-V def2-TZVPD RIJCOSX def2/J DEFGRID3
* xyz 0 1
Mg 0.143 1.150 1.998
S 5.981 -2.850 4.805
N 4.389 -2.896 5.149
C 3.799 -2.022 4.360
C 2.384 -1.742 4.317
C 1.458 -2.372 5.125
C 0.105 -2.046 5.008
C -0.265 -1.091 4.071
N 0.595 -0.468 3.274
C 1.933 -0.763 3.375
C 2.824 -0.070 2.532
N 2.307 0.885 1.679
C 3.149 1.523 0.873
C 4.517 1.292 0.829
C 5.063 0.344 1.694
C 4.231 -0.344 2.554
C 4.708 -1.337 3.486
N 5.961 -1.715 3.637
H 1.806 -3.109 5.837
H -0.646 -2.516 5.626
H -1.307 -0.817 3.950
H 2.709 2.271 0.228
H 5.140 1.846 0.141
H 6.124 0.129 1.714
C -2.885 3.091 1.312
C -2.641 2.748 2.769
C -3.172 3.842 3.677
C -1.434 1.979 3.145
C -2.864 1.270 3.183
C -3.311 0.934 4.531
C -3.834 -0.290 4.841
C -4.053 -1.262 3.848
C -3.779 -0.927 2.511
C -3.236 0.281 2.173
H -2.635 4.141 1.147
H -3.931 2.938 1.029
H -2.242 2.506 0.658
H -2.628 4.766 3.469
H -3.034 3.612 4.731
H -4.235 4.021 3.491
H -1.145 2.191 4.179
H -3.163 1.656 5.323
H -4.092 -0.509 5.870
H -4.461 -2.230 4.107
H -4.032 -1.636 1.728
H -3.131 0.534 1.128
C -2.554 -3.489 -3.753
C -1.264 -4.280 -3.469
C -0.584 -4.547 -4.820
C -1.614 -5.629 -2.834
C -0.326 -3.436 -2.535
O -0.022 -2.205 -3.157
C 0.989 -4.186 -2.224
C 2.052 -3.411 -1.414
C 2.633 -2.183 -2.077
C 2.587 -0.946 -1.445
C 3.094 0.191 -2.051
C 3.672 0.092 -3.303
Cl 4.296 1.519 -4.076
C 3.774 -1.135 -3.940
C 3.258 -2.263 -3.319
C -1.070 -3.126 -1.182
N -1.017 -1.742 -0.755
C -0.342 -1.231 0.276
N -0.451 0.083 0.265
C -1.269 0.327 -0.794
N -1.637 -0.755 -1.430
H -3.047 -3.893 -4.638
H -2.327 -2.437 -3.925
H -3.271 -3.551 -2.933
H -1.276 -5.092 -5.462
H 0.316 -5.155 -4.721
H -0.331 -3.618 -5.338
H -2.334 -6.151 -3.465
H -2.062 -5.513 -1.845
H -0.734 -6.267 -2.737
H 0.477 -2.385 -3.962
H 1.442 -4.494 -3.168
H 0.749 -5.094 -1.668
H 2.869 -4.113 -1.225
H 1.653 -3.126 -0.439
H 2.151 -0.853 -0.459
H 3.039 1.145 -1.543
H 4.255 -1.208 -4.906
H 3.347 -3.222 -3.820
H -0.612 -3.716 -0.391
H -2.118 -3.401 -1.246
H 0.214 -1.806 1.001
H -1.565 1.313 -1.108
C 0.516 5.176 -4.436
C -0.073 5.408 -3.086
C -1.093 6.273 -2.815
C -1.573 6.349 -1.490
N -1.091 5.593 -0.521
C -0.080 4.748 -0.767
S 0.630 3.766 0.380
N 0.427 4.688 -2.058
C -2.679 7.280 -1.118
H 0.136 5.903 -5.149
H 0.257 4.176 -4.787
H 1.604 5.244 -4.402
H -1.519 6.882 -3.598
H 1.213 4.069 -2.202
H -2.852 8.027 -1.889
H -2.439 7.764 -0.173
H -3.595 6.706 -0.966
*
```

---

(4)
This record from OMol25 describes C18H38N3OPPbSSi as an isolated structure. The level of theory is the ωB97M-V functional and the def2-TZVPD basis.

Geometry as ORCA input:
```
! wB97M-V def2-TZVPD RIJCOSX def2/J DEFGRID3
* xyz 0 1
Pb -0.209 0.916 0.436
Si -0.958 -2.315 -1.172
P 2.169 -0.678 -1.644
N -1.032 -0.611 -1.365
H -1.341 0.252 1.712
C 3.636 0.403 -1.505
H 4.508 -0.109 -1.925
H 3.796 0.623 -0.443
H 3.438 1.328 -2.056
C 2.956 -2.263 -1.103
H 3.918 -2.369 -1.612
H 2.304 -3.105 -1.351
H 3.108 -2.210 -0.019
C 2.201 -0.952 -3.463
H 3.212 -1.233 -3.795
H 1.901 -0.018 -3.957
H 1.487 -1.739 -3.738
C -0.260 -2.869 0.456
H -0.414 -2.130 1.257
H 0.802 -3.162 0.420
H -0.830 -3.767 0.763
H -2.323 -2.891 -1.200
H -0.091 -2.978 -2.182
C -1.566 0.055 -2.453
C -1.764 2.158 -3.704
C -1.284 1.434 -2.596
C -2.345 -0.595 -3.442
C -2.829 0.147 -4.564
C -2.521 1.510 -4.678
H -1.515 3.213 -3.784
H -0.665 1.970 -1.879
H -2.587 -1.650 -3.342
H -3.421 -0.358 -5.326
H -2.897 2.077 -5.552
C 2.576 -0.268 2.697
O 2.988 -0.385 1.533
C 2.323 1.160 3.297
H 2.266 1.076 4.445
H 1.346 1.572 2.933
H 3.089 1.823 2.908
C 1.705 -1.383 3.351
H 2.335 -2.264 3.615
H 0.978 -1.695 2.557
H 1.138 -0.890 4.223
C -3.338 4.900 2.189
C -3.738 3.510 2.614
N -2.703 2.521 2.209
C -2.888 1.300 2.740
S -2.752 -0.002 1.530
N -2.833 1.153 4.077
C -2.030 2.084 4.969
C -2.489 1.876 6.398
H -2.315 5.140 2.513
H -4.034 5.590 2.670
H -3.419 5.020 1.100
H -3.816 3.414 3.701
H -4.689 3.197 2.154
H -2.650 2.477 1.182
H -2.819 0.194 4.418
H -0.954 1.854 4.870
H -2.156 3.119 4.639
H -2.242 0.868 6.749
H -2.004 2.592 7.069
H -3.572 2.016 6.476
*
```

---

(5)
This record from OMol25 describes a 3-piece molecular cluster, C5H13NO2 overall. The level of theory is the ωB97M-V functional and the def2-TZVPD basis.

Values from the calculation:
<S²>: 0.756

Geometry as ORCA input:
```
! wB97M-V def2-TZVPD RIJCOSX def2/J DEFGRID3
* xyz -1 2
N 0.074 -1.231 -1.754
C 1.027 -0.823 -0.792
C 2.013 -1.670 -0.392
C -0.153 1.861 1.732
C -0.225 0.829 0.601
C 0.864 0.459 -0.039
H -0.474 -0.542 -2.224
H 0.322 -2.021 -2.352
H 2.066 -2.678 -0.758
H 2.533 -1.410 0.542
H 0.704 2.599 1.503
H 0.170 1.258 2.620
H -1.125 2.322 1.949
H -1.237 0.473 0.413
H 1.710 0.924 -0.175
H -0.971 1.344 -1.610
H -2.524 1.778 -1.437
O -1.720 1.790 -2.038
H -1.723 -1.962 0.964
H -0.239 -1.620 1.380
O -1.093 -1.680 1.869
*
```

---

(6)
This record from OMol25 describes C26H27AuBF2N6O2P as an isolated structure. The level of theory is the ωB97M-V functional and the def2-TZVPD basis.

Geometry as ORCA input:
```
! wB97M-V def2-TZVPD RIJCOSX def2/J DEFGRID3
* xyz 0 1
Au 0.300 -1.351 0.860
C 2.919 0.470 -0.060
N 2.444 -0.799 0.449
C 3.273 -1.778 0.576
C 2.878 -2.995 1.163
C 3.585 -4.182 1.396
C 2.691 -5.040 2.031
C 1.487 -4.329 2.150
N 1.599 -3.102 1.635
C 2.102 1.028 -1.204
C 1.466 0.201 -2.124
C 0.753 0.749 -3.182
C 0.648 2.126 -3.323
C 1.276 2.957 -2.407
C 2.004 2.407 -1.362
H 3.967 0.382 -0.379
H 2.899 1.202 0.752
H 4.307 -1.658 0.244
H 4.614 -4.376 1.133
H 2.876 -6.046 2.373
H 0.563 -4.665 2.600
H 1.530 -0.873 -2.004
H 0.281 0.098 -3.908
H 0.083 2.550 -4.143
H 1.200 4.032 -2.506
H 2.509 3.059 -0.656
C -3.497 -3.557 -1.672
N -2.913 -2.426 -2.392
C -3.843 -1.301 -2.330
N -4.222 -0.926 -0.971
C -4.769 -2.102 -0.297
N -3.869 -3.255 -0.293
C -2.687 -2.995 0.528
P -1.699 -1.553 -0.074
C -1.609 -2.057 -1.849
C -3.098 -0.355 -0.232
H -2.787 -4.387 -1.677
H -4.397 -3.865 -2.208
H -4.751 -1.584 -2.868
H -3.396 -0.438 -2.829
H -5.686 -2.391 -0.815
H -5.019 -1.841 0.733
H -2.037 -3.873 0.538
H -2.988 -2.801 1.561
H -0.918 -2.900 -1.939
H -1.194 -1.229 -2.423
H -2.750 0.550 -0.741
H -3.435 -0.072 0.766
O 0.576 1.090 2.778
C 0.457 2.168 2.276
N -0.744 2.693 1.714
C -0.495 3.947 1.080
O -1.296 4.598 0.480
C 0.931 4.258 1.356
C 1.671 5.363 0.982
C 3.006 5.392 1.365
C 3.569 4.347 2.101
C 2.814 3.242 2.470
C 1.489 3.221 2.077
H 1.219 6.165 0.413
H 3.624 6.237 1.091
H 4.611 4.403 2.386
H 3.236 2.422 3.036
F -2.212 1.021 2.613
B -2.045 2.108 1.879
F -3.102 2.617 1.278
*
```

---

(7)
This record from OMol25 describes the molecule C4H10N2. The level of theory is the ωB97M-V functional and the def2-TZVPD basis.

Values from the calculation:
SMILES: N/C=C/CCN

Geometry as ORCA input:
```
! wB97M-V def2-TZVPD RIJCOSX def2/J DEFGRID3
* xyz 0 1
N -1.129 -2.738 0.767
C -0.540 -1.476 0.756
C -0.427 -0.634 -0.294
C -0.590 0.844 -0.076
C 0.737 1.624 -0.048
N 1.596 1.248 -1.182
H -0.753 -3.424 0.132
H -1.399 -3.129 1.651
H -0.205 -1.029 1.694
H -0.598 -1.148 -1.227
H -1.124 1.097 0.837
H -1.102 1.209 -0.969
H 1.282 1.507 0.898
H 0.553 2.704 0.069
H 1.196 1.685 -2.005
H 2.503 1.660 -1.002
*
```

---

(8)
This record from OMol25 describes C4H8N2O as an isolated structure. The level of theory is the ωB97M-V functional and the def2-TZVPD basis.

Geometry as ORCA input:
```
! wB97M-V def2-TZVPD RIJCOSX def2/J DEFGRID3
* xyz 0 1
C -1.564 -0.336 0.169
C 0.305 -1.072 0.420
C 0.453 0.397 0.690
C 1.475 1.033 -0.279
N -0.907 0.787 0.438
N -2.720 -0.640 -0.401
O -1.274 1.990 0.292
H 0.452 -1.658 1.342
H 0.711 -1.413 -0.490
H 0.707 0.654 1.801
H 1.959 0.299 -1.024
H 2.168 1.582 0.364
H 0.815 1.762 -0.983
H -3.239 -0.156 -1.146
H -3.253 -1.371 0.093
*
```

---

(9)
This record from OMol25 describes an isolated ion of composition C15H23Br2N4O2 and charge +1. The level of theory is the ωB97M-V functional and the def2-TZVPD basis.

Values from the calculation:
SMILES: C#Cn1c(CCCCNC(C)=O)n[n+]([C@@H](Br)[C@H](C)Br)c1COC

Geometry as ORCA input:
```
! wB97M-V def2-TZVPD RIJCOSX def2/J DEFGRID3
* xyz 1 1
C 3.165 -2.715 -1.004
C 2.239 -2.045 -0.654
N 1.284 -1.389 0.067
C 1.383 -0.131 0.673
C 2.622 0.709 0.605
C 2.924 1.251 -0.811
C 1.720 1.900 -1.535
C 1.635 3.457 -1.387
N 0.257 3.956 -1.286
C -0.379 3.733 -0.063
C 0.349 3.969 1.257
O -1.544 3.389 -0.045
N 0.293 0.191 1.274
N -0.560 -0.866 1.060
C -1.908 -0.713 1.621
Br -2.979 0.403 0.423
C -2.606 -2.024 2.084
C -3.894 -2.429 1.341
Br -3.123 -1.742 3.976
C 0.016 -1.798 0.342
C -0.570 -3.114 -0.151
O -1.778 -2.963 -0.819
C -1.630 -2.638 -2.202
H 3.958 -3.365 -1.316
H 2.600 1.498 1.361
H 3.452 0.041 0.889
H 3.706 2.014 -0.693
H 3.349 0.479 -1.462
H 0.743 1.486 -1.244
H 1.833 1.677 -2.605
H 2.046 3.886 -2.309
H 2.252 3.763 -0.537
H -0.330 3.578 -2.023
H 1.138 4.713 1.101
H -0.370 4.264 2.019
H 0.834 3.031 1.559
H -1.773 -0.091 2.507
H -1.921 -2.871 2.135
H -4.033 -3.507 1.511
H -4.765 -1.951 1.798
H -3.850 -2.288 0.262
H -0.632 -3.806 0.698
H 0.181 -3.549 -0.834
H -1.540 -1.550 -2.335
H -2.568 -2.928 -2.689
H -0.824 -3.199 -2.692
*
```

---

(10)
This record from OMol25 describes a 2-piece molecular cluster, C6H16NO overall. The level of theory is the ωB97M-V functional and the def2-TZVPD basis.

Geometry as ORCA input:
```
! wB97M-V def2-TZVPD RIJCOSX def2/J DEFGRID3
* xyz 1 1
C -0.694 2.288 1.094
C 0.010 1.049 0.570
C -0.985 -0.232 0.675
C -0.578 -1.386 -0.087
C 0.574 -1.940 0.288
C -1.408 -1.798 -1.272
N 1.472 1.023 1.181
H -1.779 2.301 0.938
H -0.440 3.182 0.722
H -0.389 2.468 2.191
H 0.115 0.911 -0.519
H -1.938 0.190 0.385
H -0.934 -0.493 1.762
H 1.098 -1.676 1.183
H 1.016 -2.796 -0.266
H -2.211 -1.186 -1.664
H -0.611 -1.703 -1.977
H -1.643 -2.758 -1.082
H 2.102 1.755 0.579
H 2.001 0.206 0.897
H 1.531 1.093 2.254
H 0.822 -0.099 -3.249
H 1.611 -0.582 -2.092
O 1.258 0.182 -2.511
*
```

---

(11)
This record from OMol25 describes a 2-piece molecular cluster, CH3IOS2 overall. The level of theory is the ωB97M-V functional and the def2-TZVPD basis.

Geometry as ORCA input:
```
! wB97M-V def2-TZVPD RIJCOSX def2/J DEFGRID3
* xyz 0 1
C 0.082 -0.834 0.580
O 1.710 -0.392 -1.548
S 0.612 0.858 0.806
S 1.910 0.873 -0.913
I -4.148 2.979 -0.687
H -0.176 -0.999 -0.424
H -0.752 -0.943 1.282
H 0.762 -1.542 0.903
*
```

---

Number 1: calculated total energy -8779.56170 a.u.. Number 2: calculated total energy -663.65645 a.u.. Number 3: calculated total energy -3730.22374 a.u.. Number 4: calculated total energy -2169.88277 a.u.. Number 5: calculated total energy -403.40986 a.u.. Number 6: calculated total energy -2187.81065 a.u.. Number 7: calculated total energy -267.86071 a.u.. Number 8: calculated total energy -341.78649 a.u.. Number 9: calculated total energy -6102.56401 a.u.. Number 10: calculated total energy -367.86543 a.u.. Number 11: calculated total energy -1209.13422 a.u..